1.
Here is a structure of composition C50H132N10O15 at a distorted geometry from the OMol25 dataset. Energies are from wB97M-V/def2-TZVPD.

Geometry (Å):
C  1.76645  3.36162  -1.53304
C  1.46379  2.13250  -2.32717
O  1.91312  0.97314  -1.64124
H  1.46937  4.20126  -2.16140
H  2.82244  3.37699  -1.26330
H  1.16117  3.38438  -0.62683
H  2.08435  2.02871  -3.21725
H  0.42280  2.16373  -2.64882
H  1.26381  0.27343  -1.74328
C  2.69298  -3.58304  3.89792
O  2.22229  -4.65642  3.02060
C  1.43772  -4.27716  1.88350
C  1.40474  -5.39631  0.88416
N  0.41519  -5.33634  -0.18276
C  0.31912  -4.20276  -1.10530
C  1.54959  -4.29275  -2.17500
O  1.31709  -5.58495  -2.80228
C  2.36982  -5.96881  -3.62119
H  3.52825  -3.12288  3.37003
H  2.98205  -4.05623  4.83635
H  1.80524  -2.96541  4.03411
H  1.85611  -3.39521  1.39852
H  0.42214  -3.98464  2.15020
H  0.99670  -6.27666  1.38074
H  2.40206  -5.70075  0.56671
H  0.34235  -6.18299  -0.72862
H  0.22763  -3.20594  -0.67394
H  -0.68100  -4.25245  -1.53588
H  2.45094  -4.20771  -1.56802
H  1.52440  -3.47251  -2.89240
H  3.13485  -6.39634  -2.97308
H  2.87070  -5.15325  -4.14281
H  1.99465  -6.70160  -4.33559
C  1.23345  8.23603  -6.78804
O  1.57515  6.92832  -6.15952
C  2.46423  6.98143  -5.01477
C  2.70524  5.52902  -4.38988
N  1.58533  4.98631  -3.55874
C  0.20274  5.11329  -3.97763
C  -0.64388  4.30417  -2.93576
O  -0.34865  4.53069  -1.54904
C  -1.34549  4.12049  -0.66856
H  1.21292  8.18776  -7.87678
H  2.05579  8.92261  -6.58688
H  0.26740  8.61625  -6.45597
H  2.01985  7.67097  -4.29702
H  3.44086  7.25627  -5.41322
H  3.53240  5.55974  -3.68068
H  2.99946  4.89426  -5.22572
H  1.78147  4.68131  -2.61608
H  0.23300  4.60972  -4.94386
H  -0.27434  6.09323  -3.96339
H  -0.58075  3.24489  -3.18481
H  -1.65258  4.60977  -3.21367
H  -0.96382  4.24387  0.34495
H  -1.46695  3.05497  -0.86350
H  -2.35109  4.52971  -0.76560
C  1.62313  3.67151  2.45848
O  2.71315  2.87707  1.93368
C  2.23034  1.68391  1.39957
C  3.38777  0.80947  0.93246
N  2.89303  -0.47115  0.52203
C  3.92007  -1.29213  -0.10920
C  3.22727  -2.56801  -0.57384
O  2.51546  -2.41581  -1.79322
C  3.22668  -1.88980  -2.86572
H  1.93996  4.69397  2.66414
H  1.34630  3.19905  3.40094
H  0.69325  3.74842  1.89500
H  1.49127  1.74399  0.60065
H  1.66761  1.09088  2.12052
H  4.07040  0.65051  1.76723
H  3.77329  1.39250  0.09607
H  2.13763  -0.19695  -0.08976
H  4.58741  -1.51144  0.72426
H  4.41992  -0.73966  -0.90483
H  2.49352  -3.05006  0.07218
H  3.97181  -3.36188  -0.63326
H  4.23426  -2.30252  -2.81527
H  3.10421  -0.80711  -2.83590
H  2.75406  -2.30108  -3.75768
C  -6.53254  -0.31005  -0.30178
O  -5.48997  0.30035  -1.06239
C  -5.09089  1.65362  -0.57222
C  -4.49219  2.29597  -1.75955
N  -3.32715  1.53818  -2.20196
C  -2.83130  2.05479  -3.51527
C  -1.70203  1.05532  -3.86146
O  -2.36500  0.07442  -4.73045
C  -1.42030  -0.32722  -5.73556
H  -6.30646  -0.40080  0.76065
H  -6.83223  -1.27923  -0.70050
H  -7.46027  0.25834  -0.36771
H  -4.59109  1.68947  0.39577
H  -6.03420  2.18709  -0.45535
H  -4.26407  3.34766  -1.58628
H  -5.23592  2.28661  -2.55634
H  -3.64598  0.58584  -2.30917
H  -2.36998  3.03584  -3.40208
H  -3.62739  2.05701  -4.25980
H  -1.16388  0.55375  -3.05714
H  -1.07737  1.74087  -4.43410
H  -1.00052  0.43272  -6.39463
H  -1.86055  -1.16147  -6.28174
H  -0.56228  -0.88231  -5.35637
C  0.57989  -0.46068  -3.40454
C  1.03412  -0.14659  -4.88388
C  1.67052  1.24419  -4.92098
O  0.68556  2.20630  -5.06848
C  1.37827  3.42027  -5.18226
N  2.15620  -1.05610  -5.26018
H  1.32984  -0.32512  -2.62525
H  0.31085  -1.51418  -3.32808
H  -0.22754  0.17243  -3.03665
H  0.28655  -0.40395  -5.63422
H  2.25866  1.37760  -5.82895
H  2.28241  1.48378  -4.05135
H  2.12877  3.36455  -5.97077
H  1.75658  3.62208  -4.18014
H  0.66607  4.17457  -5.51679
H  2.04311  -2.02704  -5.00607
H  3.03243  -0.65352  -4.95974
C  0.97587  -5.37606  4.05191
C  -0.54265  -5.57325  4.24225
C  -1.18964  -5.18038  2.84541
O  -1.53189  -3.84863  2.66319
C  -1.98637  -3.55465  1.38453
N  -0.88657  -6.95981  4.68752
H  1.40802  -5.58696  5.03011
H  1.33117  -4.37863  3.79306
H  1.29805  -6.12201  3.32537
H  -0.93882  -4.88152  4.98566
H  -2.15050  -5.69474  2.82851
H  -0.62047  -5.58921  2.01054
H  -2.59118  -4.36121  0.97009
H  -1.22125  -3.27458  0.66048
H  -2.59245  -2.65477  1.48938
H  -0.60776  -6.98878  5.65784
H  -0.23222  -7.58423  4.23803
C  -1.02717  1.86632  -0.69804
C  -0.06989  0.76588  -0.25115
C  -0.66669  -0.01998  0.95348
O  0.23634  -1.05102  1.06932
C  -0.35522  -2.09604  1.80725
N  0.30146  0.02842  -1.47580
H  -0.75251  2.35569  -1.63248
H  -1.15759  2.69704  -0.00450
H  -2.02872  1.52279  -0.95688
H  0.83184  1.25728  0.11425
H  -1.65381  -0.43480  0.74945
H  -0.81722  0.58428  1.84808
H  -1.15754  -2.61165  1.27949
H  -0.70916  -1.74258  2.77569
H  0.38367  -2.86862  2.02003
H  -0.46577  -0.36929  -1.99857
H  0.76197  -0.82935  -1.20699
C  -4.11579  -2.73945  4.68569
C  -3.24113  -1.53312  4.18073
C  -2.34909  -1.06738  5.34897
O  -1.57854  0.01709  4.77012
C  -0.61976  0.50365  5.68238
N  -2.63620  -2.02444  2.92967
H  -4.68923  -2.36894  5.53539
H  -3.63396  -3.65404  5.03135
H  -4.83374  -3.08919  3.94385
H  -3.99079  -0.74968  4.06966
H  -1.66376  -1.86935  5.62330
H  -2.89677  -0.64761  6.19274
H  -1.14460  1.15945  6.37706
H  0.30528  1.01440  5.41497
H  -0.26822  -0.29938  6.33020
H  -1.84549  -1.47870  2.61813
H  -2.22135  -2.93849  3.04154
C  -3.63987  0.05358  1.13467
C  -3.74695  0.73825  2.38921
C  -2.43433  0.94190  3.05828
O  -1.71265  2.08446  2.56682
C  -0.60994  2.34440  3.32833
N  -4.51696  1.94658  2.20586
H  -4.48733  0.15205  0.45629
H  -3.45080  -1.01984  1.12369
H  -2.79463  0.53812  0.64589
H  -4.25304  0.01520  3.02887
H  -1.82035  0.04410  3.12957
H  -2.72847  1.15038  4.08693
H  -1.02056  2.86516  4.19337
H  0.06506  3.11525  2.95649
H  -0.04987  1.44010  3.56634
H  -3.90842  2.57879  1.70576
H  -4.61074  2.43427  3.08533
C  1.16699  -1.34084  4.58799
C  1.70825  -0.65712  3.33345
C  2.59478  0.55213  3.66174
O  1.70865  1.60186  4.04098
C  2.21994  2.58639  4.94015
N  2.35734  -1.55623  2.35807
H  1.88439  -2.09989  4.89988
H  0.22350  -1.85265  4.39830
H  1.11714  -0.70676  5.47317
H  0.84098  -0.22201  2.83682
H  3.17708  0.84713  2.78881
H  3.24601  0.21706  4.46904
H  1.63236  3.48911  4.77300
H  3.29446  2.72451  4.82000
H  1.97724  2.25726  5.95053
H  1.75507  -2.31769  2.07960
H  2.51833  -0.97166  1.55032

- total charge = 0
- orbital gap (eV) = 7.504
- relative energy (zero: lowest compared OMol25 entry of this formula, charge and spin) (kcal per mole) = 1474.75
- F_max (hartree/bohr) = 0.362
- highest occupied orbital energy (eV) = -6.911

2.
Here is a structure of composition C5H10O from the OMol25 dataset. Energies are from wB97M-V/def2-TZVPD.

Geometry (Å):
C  -0.04107  -1.82527  -1.17045
C  -0.12180  -0.30198  -1.09711
C  0.34345  0.23689  0.23823
C  0.25800  1.72551  0.52146
C  0.00916  1.48416  2.01869
O  -0.57758  -0.18548  1.31034
H  -0.66296  -2.28359  -0.39363
H  0.98954  -2.17367  -1.03008
H  -0.38967  -2.19806  -2.13813
H  0.50088  0.15373  -1.87821
H  -1.15028  0.03637  -1.27163
H  1.34169  -0.14042  0.48751
H  1.19424  2.25815  0.32153
H  -0.54837  2.19156  -0.06619
H  -1.00282  1.85223  2.26494
H  -0.14241  -0.83012  1.88273

- total charge = 0
- orbital gap (eV) = 8.631
- relative energy (zero: lowest compared OMol25 entry of this formula, charge and spin) (kcal per mole) = 98.93
- F_max (hartree/bohr) = 0.006
- highest occupied orbital energy (eV) = -7.844

3.
Here is a structure of composition C39H47N9O4PS2Zr at a distorted geometry from the OMol25 dataset. Energies are from wB97M-V/def2-TZVPD.

Geometry (Å):
Zr  0.03241  -0.20574  0.23795
N  -2.18872  2.46299  0.68279
P  -1.48099  1.39246  1.91429
C  -1.68554  2.56618  3.28952
C  -0.58376  2.94220  4.04811
C  -0.73579  3.82874  5.10326
C  -1.98516  4.35685  5.38782
C  -3.08236  4.00720  4.61120
C  -2.93986  3.10657  3.56860
C  -2.95734  0.32094  2.17443
C  -3.32150  -0.10586  3.44699
C  -4.38348  -0.98382  3.60893
C  -5.09574  -1.43188  2.50766
C  -4.73826  -1.00735  1.23532
C  -3.66902  -0.14393  1.06863
C  -1.97250  2.31859  -0.63619
C  -2.42479  3.31162  -1.53381
C  -2.35404  3.09847  -2.88145
C  -1.81195  1.89350  -3.34992
C  -1.32270  1.00912  -2.43336
N  -1.36123  1.19263  -1.08756
H  -2.65989  3.31178  0.95288
H  0.38072  2.51781  3.81241
H  0.11946  4.10891  5.70511
H  -2.11084  5.04201  6.21579
H  -4.05443  4.43431  4.81978
H  -3.80344  2.80235  2.98866
H  -2.75900  0.23440  4.30635
H  -4.65000  -1.32688  4.60017
H  -5.92358  -2.11704  2.63166
H  -5.29776  -1.35703  0.37699
H  -3.39016  0.16985  0.06976
H  -2.84377  4.22378  -1.13113
H  -2.71436  3.84534  -3.57595
H  -1.77098  1.66677  -4.40480
H  -0.87906  0.08152  -2.76650
C  3.05423  4.03962  3.81936
C  3.62697  2.64203  4.04994
C  2.72098  1.76960  4.92326
C  3.94869  1.93238  2.72171
N  2.96739  2.17277  1.67159
C  3.14336  2.79220  0.48543
N  2.04406  2.69640  -0.20785
N  1.18524  2.01727  0.57462
N  1.72883  1.72400  1.71050
H  2.96364  4.56305  4.77048
H  2.05931  4.00027  3.37037
H  3.70505  4.63625  3.17517
H  4.58782  2.75357  4.55864
H  1.91056  1.32268  4.34565
H  2.28979  2.35936  5.73292
H  3.29139  0.95380  5.36910
H  3.98685  0.85372  2.88153
H  4.90310  2.27493  2.32291
H  4.04834  3.27978  0.16438
C  8.86435  -1.62920  4.29503
C  8.47498  -1.65337  2.84236
C  7.45366  -0.85860  2.34501
C  7.10213  -0.87463  1.00015
C  7.77272  -1.71313  0.11531
N  7.52381  -1.77202  -1.27720
C  6.48414  -1.31690  -2.03887
O  6.58998  -1.09916  -3.22621
N  5.28342  -1.18585  -1.34338
C  4.15805  -0.50738  -1.77923
C  4.13818  0.34810  -2.88526
C  2.97242  1.03751  -3.15232
C  1.86645  0.87569  -2.33955
N  1.85971  0.04265  -1.29168
C  2.98503  -0.63930  -1.04158
C  8.80189  -2.51537  0.60741
C  9.14494  -2.48226  1.94422
H  8.22586  -0.95854  4.86749
H  9.89865  -1.30184  4.40954
H  8.78755  -2.62841  4.72588
H  6.92163  -0.19667  3.01911
H  6.32810  -0.20537  0.65208
H  8.31494  -2.04915  -1.83689
H  5.18832  -1.72943  -0.49951
H  5.00761  0.44431  -3.51617
H  2.92063  1.71915  -3.98930
H  0.97557  1.45397  -2.52135
H  2.96468  -1.32526  -0.20594
H  9.33471  -3.16792  -0.07457
H  9.94968  -3.11349  2.30115
O  -0.77886  -1.37614  1.62304
S  0.09328  -1.25489  2.87000
O  0.01268  -2.38331  3.72974
O  -0.22616  0.03623  3.49712
S  1.88308  -1.09478  1.98830
C  0.17069  -3.61548  -2.94452
C  -0.36188  -2.30681  -2.34973
C  -1.88602  -2.25893  -2.49812
C  0.03745  -2.17060  -0.87113
H  -0.14775  -3.73976  -3.98208
H  -0.19653  -4.46694  -2.36851
H  1.26184  -3.62584  -2.92063
H  0.10041  -1.50262  -2.93962
H  -2.33069  -1.46253  -1.89451
H  -2.31114  -3.20241  -2.15118
H  -2.18124  -2.11786  -3.53959
H  1.06783  -2.53483  -0.75737
H  -0.58788  -2.86937  -0.30566

- total charge = +1
- orbital gap (eV) = 7.624
- relative energy (zero: lowest compared OMol25 entry of this formula, charge and spin) (kcal per mole) = 22.97
- F_max (hartree/bohr) = 0.043
- highest occupied orbital energy (eV) = -10.593